# 1
Entry from the Open Molecules 2025 dataset: C27H35NO9 in the gas phase (ωB97M-V with the def2-TZVPD basis set).

Structure (XYZ):
```
72
Properties=species:S:1:pos:R:3
C 2.034 -2.602 3.495
C 1.667 -1.962 2.162
C 0.303 -1.282 2.243
O -0.686 -2.232 2.547
C -1.811 -1.781 3.151
O -1.901 -0.706 3.672
C -2.904 -2.811 3.032
C -3.366 -2.873 1.565
C -3.972 -1.529 1.174
O -5.159 -1.295 1.285
N -3.080 -0.624 0.728
C -3.448 0.754 0.481
C -3.350 1.106 -0.978
C -4.073 0.365 -1.910
C -4.002 0.664 -3.255
C -3.198 1.717 -3.689
C -3.073 2.062 -5.118
O -2.307 2.884 -5.562
O -3.898 1.363 -5.915
C -2.475 2.461 -2.758
C -2.552 2.155 -1.414
O -0.085 -0.756 0.994
C 0.794 0.199 0.438
O 0.258 0.566 -0.784
C 0.752 -0.238 -1.869
C -0.377 -0.433 -2.871
C 1.988 0.450 -2.490
C 2.685 1.389 -1.506
C 3.221 0.702 -0.239
C 3.624 1.748 0.813
C 4.699 2.694 0.278
C 4.135 1.059 2.077
C 3.079 0.134 2.665
C 2.712 -0.951 1.656
C 2.228 -0.354 0.317
O 2.229 -1.463 -0.590
O 1.062 -1.513 -1.397
H 1.965 -1.883 4.309
H 1.351 -3.420 3.708
H 3.046 -2.996 3.455
H 1.575 -2.746 1.403
H 0.289 -0.482 3.004
H -3.737 -2.525 3.675
H -2.515 -3.784 3.332
H -2.522 -3.120 0.921
H -4.137 -3.638 1.468
H -2.096 -0.846 0.647
H -2.807 1.410 1.077
H -4.485 0.857 0.819
H -4.698 -0.445 -1.564
H -4.563 0.091 -3.976
H -3.769 1.637 -6.836
H -1.859 3.274 -3.112
H -1.986 2.731 -0.697
H 0.792 1.100 1.074
H -0.005 -0.987 -3.727
H -1.182 -0.989 -2.400
H -0.748 0.538 -3.179
H 1.666 1.029 -3.355
H 2.672 -0.330 -2.827
H 3.519 1.857 -2.028
H 1.979 2.172 -1.221
H 4.113 0.124 -0.511
H 2.741 2.342 1.073
H 4.314 3.328 -0.515
H 5.546 2.130 -0.105
H 5.053 3.338 1.079
H 4.410 1.814 2.815
H 5.032 0.484 1.837
H 3.472 -0.335 3.567
H 2.201 0.717 2.945
H 3.622 -1.515 1.418
```

As for the SMILES: C[C@H]1[C@H](OC(=O)CCC(=O)NCc2ccc(C(=O)O)cc2)O[C@@H]2O[C@@]3(C)CC[C@H]4[C@H](C)CC[C@@H]1[C@@]24OO3. Its energy is -1781.7953 hartree. As for the energy relative to the best compared isomer or geometry (same formula, charge and spin): 0.0 kJ/mol. The calculation puts the max |F| at 0.0170 Eh/bohr. The LUMO energy is 0.50 eV. The HOMO-LUMO gap comes out at 9.7 eV.

***

# 2
Entry from the Open Molecules 2025 dataset: a molecular structure, C27H36AsBrClIMnNO7SSi (ωB97M-V with the def2-TZVPD basis set).

Structure (XYZ):
```
78
Properties=species:S:1:pos:R:3
Mn 0.294 0.491 1.711
Cl 4.627 -1.574 6.481
C 3.279 -0.923 5.626
C 2.123 -0.632 6.294
C 0.996 -0.105 5.622
I -0.687 0.425 6.693
C 1.064 0.118 4.271
O 0.109 0.699 3.533
C 2.253 -0.178 3.587
N 2.212 0.080 2.245
C 3.291 -0.161 1.521
C 4.464 -0.673 2.086
C 4.517 -0.944 3.429
C 3.386 -0.694 4.228
H 2.070 -0.802 7.360
H 3.235 0.043 0.462
H 5.313 -0.853 1.444
H 5.414 -1.346 3.880
O -1.249 -2.395 3.976
As -1.749 -1.567 2.519
O -2.565 -2.485 1.480
O -0.106 -1.224 1.874
C -2.694 -0.084 3.372
C -3.488 -0.520 4.424
C -4.293 0.371 5.125
C -4.307 1.713 4.794
C -3.535 2.166 3.733
C -2.746 1.274 3.030
S -1.916 1.892 1.599
O -1.515 0.567 0.960
O -2.792 2.727 0.865
O -0.561 2.438 1.877
H -1.226 -3.350 3.818
H -3.475 -1.561 4.715
H -4.909 0.002 5.934
H -4.930 2.408 5.340
H -3.568 3.205 3.432
C 2.947 0.902 -3.486
C 1.874 -0.186 -3.661
C 2.495 -1.501 -3.171
C 1.583 -0.314 -5.171
Si 0.205 0.172 -2.803
Br 1.103 0.945 -0.613
C -0.869 -1.350 -2.435
C -2.284 -0.987 -1.960
C -1.009 -2.143 -3.751
C -0.255 -2.265 -1.361
C -0.699 1.713 -3.439
C 0.275 2.821 -3.866
C -1.522 1.291 -4.674
C -1.643 2.319 -2.399
H 3.825 0.603 -4.067
H 3.272 1.011 -2.452
H 2.635 1.878 -3.850
H 3.446 -1.651 -3.689
H 1.874 -2.371 -3.376
H 2.706 -1.478 -2.099
H 2.505 -0.615 -5.676
H 1.269 0.634 -5.609
H 0.825 -1.067 -5.401
H -2.858 -0.451 -2.719
H -2.279 -0.403 -1.044
H -2.815 -1.916 -1.742
H -1.442 -1.546 -4.557
H -1.689 -2.979 -3.566
H -0.066 -2.564 -4.101
H -0.177 -1.768 -0.398
H 0.726 -2.649 -1.632
H -0.919 -3.121 -1.213
H 0.895 2.530 -4.713
H 0.925 3.143 -3.050
H -0.309 3.692 -4.178
H -0.903 0.872 -5.469
H -2.013 2.181 -5.079
H -2.306 0.571 -4.433
H -1.106 2.676 -1.525
H -2.421 1.635 -2.070
H -2.137 3.188 -2.844
```

Its energy is -9038.0873 hartree. As for the spin multiplicity: 4. As for the energy relative to the best compared isomer or geometry (same formula, charge and spin): 76.0 kJ/mol. The calculation puts the max |F| at 0.0096 Eh/bohr. The LUMO energy (spin up / spin down) is -5.80 / -4.55 eV. As for the charge: +1. The HOMO-LUMO gap (spin up / spin down) comes out at 5.5 / 6.8 eV.

***

# 3
Entry from the Open Molecules 2025 dataset: a molecular structure, C27H36B2F4N11O4V at a distorted geometry (ωB97M-V with the def2-TZVPD basis set).

Structure (XYZ):
```
85
Properties=species:S:1:pos:R:3
V 0.211 -0.490 0.324
C -0.038 -3.104 -2.276
C -1.244 -2.725 -1.581
C -2.496 -3.352 -1.664
C -3.291 -2.653 -0.787
N -2.571 -1.644 -0.271
N -1.305 -1.696 -0.725
B -2.971 -0.421 0.599
N -2.288 -0.632 1.971
C -2.850 -0.869 3.168
C -1.892 -1.388 4.005
C -0.729 -1.467 3.237
C 0.584 -2.010 3.694
N -0.971 -1.006 2.003
N -2.397 0.825 -0.149
C -3.111 1.845 -0.649
C -2.267 2.647 -1.384
C -1.013 2.042 -1.294
C 0.255 2.547 -1.893
N -1.105 0.932 -0.549
N -4.457 -0.215 0.707
C -5.462 -0.472 -0.170
C -6.578 0.199 0.253
C -6.165 0.891 1.411
C -6.968 1.796 2.286
N -4.891 0.653 1.666
H -0.202 -3.612 -3.222
H 0.602 -1.912 -2.674
H 0.793 -3.498 -1.708
H -2.758 -4.208 -2.259
H -4.313 -2.812 -0.496
H -3.892 -0.653 3.322
H -2.012 -1.698 5.028
H 0.419 -2.635 4.570
H 1.062 -2.628 2.939
H 1.270 -1.219 4.004
H -4.165 1.925 -0.440
H -2.513 3.551 -1.912
H 0.129 3.593 -2.167
H 1.097 2.473 -1.206
H 0.519 1.999 -2.798
H -5.316 -1.068 -1.053
H -7.551 0.198 -0.205
H -8.026 1.731 2.040
H -6.843 1.530 3.335
H -6.655 2.833 2.165
N 2.234 -0.574 1.157
C 3.303 0.460 1.200
C 3.367 1.230 2.504
C 2.270 2.258 2.711
C 0.864 1.705 2.856
N 0.220 1.426 1.550
H 2.251 -1.092 2.034
H 2.584 -1.253 0.483
H 3.159 1.126 0.351
H 4.254 -0.057 1.050
H 4.332 1.739 2.543
H 3.380 0.519 3.337
H 2.281 2.980 1.885
H 2.500 2.840 3.605
H 0.248 2.434 3.389
H 0.846 0.788 3.444
H 0.378 2.219 0.932
H -0.785 1.432 1.709
O 1.240 -1.213 -3.286
C 1.844 -0.402 -2.479
O 1.471 -0.108 -1.332
C 3.054 0.227 -3.079
C 3.620 1.347 -2.472
C 4.760 1.926 -2.998
C 5.312 1.352 -4.128
C 4.779 0.242 -4.754
C 3.631 -0.321 -4.222
N 6.549 1.958 -4.689
O 6.982 2.943 -4.131
O 7.057 1.400 -5.636
H 3.162 1.765 -1.589
H 5.221 2.797 -2.558
H 5.260 -0.163 -5.631
H 3.193 -1.193 -4.684
F 2.690 -2.791 -0.662
B 1.960 -3.438 0.348
F 2.650 -3.445 1.534
F 1.477 -4.648 -0.049
F 0.768 -2.539 0.561
```

Its energy is -3347.0540 hartree. As for the spin multiplicity: 4. As for the energy relative to the best compared isomer or geometry (same formula, charge and spin): 0.0 kJ/mol. The calculation puts the max |F| at 0.0307 Eh/bohr. The LUMO energy (spin up / spin down) is -3.32 / -4.99 eV. As for the charge: +1. The HOMO-LUMO gap (spin up / spin down) comes out at 8.6 / 6.9 eV.